No. 1
A molecular structure, C22H43N2P3SSm. Source: the Open Molecules 2025 dataset; level of theory: ωB97M-V/def2-TZVPD.

```
72
C22H43N2P3SSm | the Open Molecules 2025 dataset | ωB97M-V/def2-TZVPD
Sm -0.196 -0.093 1.113
P -1.842 1.899 0.898
P -2.161 -1.493 1.934
P 1.340 1.108 -0.519
H -1.328 -2.108 -0.771
C -0.398 -1.592 -0.746
C 0.623 -2.026 0.241
H 0.393 -2.827 0.906
C -2.882 1.940 -0.529
C -2.942 2.026 2.276
C -1.039 3.472 0.916
C -1.803 -3.225 1.906
C -2.689 -1.193 3.569
C -3.613 -1.350 0.902
C 2.574 0.036 -1.185
C 2.233 2.442 0.162
C 0.509 1.740 -1.968
H -0.067 -1.164 -1.664
H 1.657 -1.881 0.014
H -3.494 2.847 -0.426
H -3.537 1.065 -0.593
H -2.305 1.996 -1.458
H -3.499 2.954 2.097
H -2.402 2.112 3.229
H -3.650 1.200 2.354
H -1.862 4.196 0.934
H -0.424 3.661 0.035
H -0.418 3.615 1.811
H -2.710 -3.688 2.300
H -0.952 -3.478 2.558
H -1.598 -3.619 0.905
H -3.686 -1.638 3.641
H -2.742 -0.135 3.859
H -2.019 -1.705 4.274
H -4.298 -2.122 1.271
H -3.393 -1.529 -0.159
H -4.090 -0.372 0.997
H 3.156 0.681 -1.841
H 2.167 -0.800 -1.766
H 3.229 -0.378 -0.403
H 2.792 2.867 -0.675
H 2.942 2.094 0.927
H 1.603 3.218 0.612
H 1.313 2.103 -2.617
H -0.168 2.562 -1.736
H -0.058 0.959 -2.492
C 2.024 -0.765 -6.229
C 1.277 -0.535 -7.415
C 1.119 -1.547 -8.359
C 1.694 -2.804 -8.155
C 2.433 -3.047 -6.993
C 2.597 -2.044 -6.043
S 2.266 0.437 -5.003
H 1.560 1.438 -5.609
H 0.829 0.440 -7.575
H 0.542 -1.349 -9.261
H 1.568 -3.595 -8.900
H 2.885 -4.021 -6.824
H 3.172 -2.231 -5.137
N 2.074 0.542 7.021
C 1.640 0.457 5.802
C 1.696 -0.758 5.022
C 1.205 -0.813 3.757
N 0.641 0.266 3.140
C 0.573 1.421 3.844
C 1.037 1.566 5.099
H 2.484 -0.252 7.522
H 2.018 1.400 7.575
H 2.134 -1.639 5.496
H 1.238 -1.774 3.174
H 0.073 2.312 3.326
H 0.955 2.516 5.634
```

Its multiplicity is 6. The value obtained for the orbital gap (alpha / beta) is 2.6 / 2.7 eV. The total charge is +3.



No. 2
A molecular structure, C11H25ClIN2OP2Sm. Source: the Open Molecules 2025 dataset; level of theory: ωB97M-V/def2-TZVPD.

```
44
C11H25ClIN2OP2Sm | the Open Molecules 2025 dataset | ωB97M-V/def2-TZVPD
C 2.845 2.688 -4.932
C 2.175 1.438 -5.194
H 3.323 3.109 -5.838
H 3.604 2.510 -4.138
H 2.101 3.401 -4.513
O 1.570 0.466 -5.148
I 1.579 2.179 -1.445
Sm 0.189 0.190 -0.148
P -2.497 1.224 -0.524
C -4.050 0.308 -0.748
C -2.966 2.264 0.910
H -3.734 2.996 0.581
H -3.422 3.075 -1.775
H -2.078 2.793 1.305
H -1.604 3.055 -1.851
H -4.237 -0.350 0.119
H -3.376 1.629 1.718
C -2.522 2.436 -1.875
H -4.876 1.038 -0.851
H -2.539 1.908 -2.846
H -3.984 -0.316 -1.655
P 2.258 -1.637 0.678
C 2.228 -3.450 0.780
C 3.733 -1.320 -0.342
H 2.836 -0.151 2.531
H 3.952 -1.577 2.394
H 2.302 -1.760 3.119
C 2.897 -1.239 2.345
H 3.859 -0.236 -0.515
H 4.615 -1.736 0.180
H 3.228 -3.808 1.091
H 1.965 -3.872 -0.205
H 3.608 -1.807 -1.323
H 1.468 -3.768 1.516
Cl 0.790 1.968 1.747
N -0.846 -0.663 2.966
C -1.612 -1.408 3.768
C -2.393 -2.235 2.942
C -2.039 -1.918 1.616
N -1.067 -0.950 1.655
H -0.194 0.108 3.187
H -1.572 -1.338 4.841
H -3.119 -2.963 3.224
H -2.401 -2.281 0.656
```

Its multiplicity is 6. The value obtained for the orbital gap (alpha / beta) is 6.7 / 6.8 eV. The total charge is +2.



No. 3
A molecular structure, C30H30Cl3O5P2RuS2. Source: the Open Molecules 2025 dataset; level of theory: ωB97M-V/def2-TZVPD.

```
73
C30H30Cl3O5P2RuS2 | the Open Molecules 2025 dataset | ωB97M-V/def2-TZVPD
Ru -1.575 -1.119 1.047
C -1.662 -7.127 0.958
C -0.633 -6.259 1.649
O -1.301 -5.201 2.352
P -1.053 -3.682 1.894
S -2.201 -2.474 2.966
S -1.313 -3.284 -0.041
O 0.513 -3.603 2.258
C 1.253 -2.377 2.099
C 1.449 -1.686 3.428
H -1.176 -7.984 0.486
H -2.183 -6.551 0.194
H -2.394 -7.492 1.679
H 0.071 -5.841 0.926
H -0.062 -6.821 2.390
H 0.757 -1.721 1.376
H 2.207 -2.666 1.654
H 0.491 -1.365 3.835
H 2.077 -0.804 3.281
H 1.932 -2.357 4.140
Cl 0.528 5.632 5.007
C 0.567 4.094 4.165
C 1.808 3.506 3.877
C 1.859 2.313 3.221
Cl 3.413 1.618 2.857
C 0.686 1.597 2.755
O 0.763 0.539 2.101
C -0.560 2.241 3.111
C -1.865 1.678 2.821
O -2.194 0.616 2.312
C -0.586 3.467 3.795
H 2.723 4.001 4.173
H -2.692 2.324 3.177
H -1.545 3.920 4.025
O -0.593 -0.299 -0.717
P -0.029 0.657 -1.692
C 1.630 0.121 -2.163
C 2.090 0.061 -3.474
C 3.384 -0.371 -3.734
C 4.213 -0.743 -2.685
C 3.753 -0.686 -1.375
C 2.463 -0.256 -1.108
C 0.169 2.361 -1.135
C 1.245 3.138 -1.560
C 1.389 4.439 -1.098
C 0.466 4.963 -0.204
C -0.604 4.188 0.225
C -0.755 2.891 -0.237
C -1.002 0.708 -3.208
C -1.768 -0.417 -3.501
C -2.526 -0.454 -4.661
C -2.526 0.633 -5.526
C -1.774 1.761 -5.229
C -1.015 1.802 -4.068
H 1.436 0.341 -4.291
H 3.742 -0.424 -4.755
H 5.222 -1.082 -2.890
H 4.402 -0.973 -0.558
H 2.088 -0.192 -0.091
H 1.988 2.720 -2.229
H 2.234 5.034 -1.420
H 0.589 5.970 0.173
H -1.311 4.588 0.941
H -1.573 2.270 0.111
H -1.782 -1.242 -2.799
H -3.130 -1.324 -4.882
H -3.125 0.605 -6.427
H -1.788 2.614 -5.896
H -0.445 2.690 -3.823
Cl -3.644 0.552 -0.740
C -3.392 -1.033 0.250
H -3.640 -1.800 -0.483
H -4.187 -0.947 0.992
```

Its multiplicity is 1. The value obtained for the orbital gap is 6.5 eV. The total charge is -1.



No. 4
A molecular structure, C55H45CeN2OP3. Source: the Open Molecules 2025 dataset; level of theory: ωB97M-V/def2-TZVPD.

```
107
C55H45CeN2OP3 | the Open Molecules 2025 dataset | ωB97M-V/def2-TZVPD
Ce 0.305 0.998 -0.077
C 4.675 6.889 1.023
C 4.055 6.233 2.073
C 3.066 5.295 1.810
C 2.695 5.019 0.495
C 3.322 5.685 -0.560
C 4.310 6.618 -0.291
P 1.344 3.849 0.241
C 1.842 3.066 -1.349
C 0.933 2.764 -2.370
C 1.346 2.086 -3.521
C 2.674 1.729 -3.673
C 3.587 2.008 -2.657
C 3.172 2.645 -1.503
C -0.123 4.792 -0.186
C -0.121 6.138 -0.457
C -1.330 6.831 -0.661
C -2.519 6.174 -0.524
C -2.557 4.795 -0.205
C -3.789 4.147 0.070
C -3.821 2.846 0.465
C -2.615 2.100 0.512
C -1.419 2.683 0.216
C -1.341 4.079 -0.080
H 5.450 7.617 1.226
H 4.340 6.442 3.095
H 2.586 4.779 2.633
H 3.041 5.489 -1.587
H 4.795 7.136 -1.107
H -0.092 3.128 -2.315
H 0.631 1.893 -4.311
H 3.008 1.246 -4.581
H 4.626 1.727 -2.770
H 3.896 2.855 -0.725
H 0.812 6.686 -0.492
H -1.308 7.888 -0.888
H -3.456 6.709 -0.626
H -4.704 4.722 -0.003
H -4.752 2.357 0.721
H -2.694 1.075 0.831
C -0.014 -3.412 1.068
N -1.004 -3.815 0.107
C -2.073 -2.934 -0.291
P -1.953 -1.142 0.101
C -3.547 -0.636 -0.603
C -4.751 -0.721 0.091
C -5.934 -0.335 -0.524
C -5.920 0.130 -1.831
C -4.723 0.211 -2.530
C -3.540 -0.167 -1.915
C -2.050 -1.089 1.926
C -1.274 -0.164 2.628
C -1.299 -0.058 4.006
C -2.107 -0.929 4.726
C -2.864 -1.884 4.061
C -2.837 -1.964 2.676
C -1.319 -5.204 0.029
C -1.844 -5.709 -1.160
C -2.152 -7.056 -1.266
C -1.926 -7.916 -0.200
C -1.399 -7.416 0.979
C -1.105 -6.063 1.102
P 1.026 -2.000 0.463
C 1.281 -2.430 -1.277
C 1.350 -3.741 -1.753
C 1.544 -3.984 -3.103
C 1.670 -2.929 -4.000
C 1.610 -1.620 -3.546
C 1.412 -1.393 -2.192
C 2.578 -2.296 1.336
C 3.702 -2.824 0.708
C 4.856 -3.061 1.443
C 4.892 -2.777 2.799
C 3.771 -2.249 3.430
C 2.620 -2.003 2.700
H 0.698 -4.231 1.180
H -0.377 -3.174 2.077
H -3.038 -3.228 0.148
H -2.229 -2.957 -1.375
H -4.775 -1.072 1.115
H -6.868 -0.401 0.019
H -6.845 0.425 -2.308
H -4.714 0.570 -3.550
H -2.610 -0.099 -2.472
H -0.627 0.551 2.113
H -0.696 0.683 4.514
H -2.141 -0.868 5.806
H -3.482 -2.571 4.623
H -3.431 -2.726 2.187
H -1.998 -5.056 -2.009
H -2.558 -7.439 -2.193
H -2.161 -8.968 -0.289
H -1.223 -8.075 1.818
H -0.718 -5.689 2.041
H 1.251 -4.579 -1.075
H 1.599 -5.004 -3.458
H 1.821 -3.130 -5.052
H 1.715 -0.795 -4.235
H 1.456 -0.359 -1.842
H 3.687 -3.051 -0.350
H 5.729 -3.470 0.952
H 5.793 -2.964 3.366
H 3.799 -2.026 4.488
H 1.755 -1.577 3.200
O 4.701 0.446 1.034
C 3.560 0.544 0.839
N 2.375 0.653 0.608
```

Its multiplicity is 1. The value obtained for the orbital gap (alpha / beta) is 5.2 / 5.2 eV. The total charge is +2.



No. 5
2 unconnected molecules or ions with the total composition C6H8Si. Source: the Open Molecules 2025 dataset; level of theory: ωB97M-V/def2-TZVPD.

```
15
C6H8Si | the Open Molecules 2025 dataset | ωB97M-V/def2-TZVPD
C 2.869 -0.368 -0.142
C 2.041 0.389 -0.646
Si 0.933 1.768 -1.009
C -0.038 1.394 -2.483
C -1.146 0.984 -3.021
H 3.183 -1.215 0.440
H 1.149 2.934 -0.163
H -1.576 1.146 -4.024
H -1.943 0.438 -2.470
C 0.442 -1.197 1.947
C -0.235 -0.121 2.000
H 0.417 -1.929 1.091
H 0.949 -1.433 2.806
H -0.965 0.203 1.237
H -0.396 0.353 2.903
```

Its multiplicity is 1. The value obtained for the orbital gap is 7.6 eV. The SMILES is C#C[SiH]=C=C.C=C.



No. 6
2 unconnected molecules or ions with the total composition C18H15NO. Source: the Open Molecules 2025 dataset; level of theory: ωB97M-V/def2-TZVPD.

```
35
C18H15NO | the Open Molecules 2025 dataset | ωB97M-V/def2-TZVPD
C -0.723 -0.210 -0.649
C -0.318 0.541 -1.788
C 1.062 0.429 -2.188
C 1.563 1.161 -3.252
C 0.757 2.043 -3.983
C -0.591 2.139 -3.623
C -1.137 1.404 -2.579
C -2.008 -0.424 -0.070
C -2.087 -1.365 1.019
C -3.274 -1.591 1.698
C -4.454 -0.919 1.358
C -4.404 -0.031 0.281
C -3.239 0.203 -0.442
H 0.106 -0.715 -0.136
H 1.702 -0.256 -1.616
H 2.611 1.043 -3.513
H 1.149 2.644 -4.803
H -1.253 2.805 -4.162
H -2.202 1.491 -2.362
H -1.163 -1.893 1.289
H -3.283 -2.302 2.520
H -5.385 -1.067 1.905
H -5.293 0.511 -0.019
H -3.272 0.878 -1.297
N 1.950 -0.692 1.346
C 3.134 -1.421 1.132
O 3.176 -2.081 0.083
C 4.217 -1.327 2.145
C 4.114 -0.490 3.235
C 2.922 0.235 3.395
C 1.906 0.069 2.427
H 5.092 -1.944 1.943
H 4.945 -0.402 3.946
H 2.724 0.920 4.216
H 0.954 0.613 2.543
```

Its multiplicity is 1. The value obtained for the orbital gap is 2.4 eV.



No. 7
10 unconnected molecules or ions with the total composition C5H34N3O9. Source: the Open Molecules 2025 dataset; level of theory: ωB97M-V/def2-TZVPD.

```
51
C5H34N3O9 | the Open Molecules 2025 dataset | ωB97M-V/def2-TZVPD
N 0.954 -2.588 -1.132
C 0.873 -1.798 0.198
C 1.888 -0.658 0.032
C 2.429 -0.147 1.382
N 2.824 1.260 1.260
C -0.609 -1.421 0.386
N -0.777 -0.187 1.175
C -2.189 0.253 1.140
H 0.456 -3.471 -1.056
H 0.567 -2.023 -1.927
H 1.927 -2.769 -1.379
H 1.167 -2.486 1.045
H 2.751 -1.013 -0.568
H 1.450 0.175 -0.516
H 1.718 -0.351 2.192
H 3.389 -0.691 1.664
H 2.747 1.721 2.170
H 2.192 1.754 0.627
H -1.122 -2.233 0.941
H -1.136 -1.283 -0.621
H -0.151 0.563 0.841
H -2.527 0.622 0.176
H -2.821 -0.561 1.487
H -2.320 1.126 1.810
H -0.455 -0.440 2.954
H -0.619 -0.401 4.582
O -0.008 -0.314 3.832
H -0.431 3.689 -0.470
H -0.804 2.843 0.750
O -0.718 2.807 -0.241
H 0.216 1.870 -1.484
H -0.553 1.868 -2.802
O 0.250 1.452 -2.372
H 0.794 -1.825 3.427
H 1.370 -3.182 3.911
O 1.033 -2.719 3.129
H -0.238 -0.101 -2.769
H -0.259 -1.154 -3.906
O -0.555 -1.039 -2.996
H 1.620 0.348 -2.679
H 2.891 -0.306 -3.338
O 2.123 -0.485 -2.779
H -3.758 -0.316 -3.551
H -2.363 -0.565 -3.019
O -3.164 -0.070 -2.832
H -1.351 3.282 2.979
H -0.937 1.795 2.867
O -0.829 2.667 2.437
H -2.673 1.548 -2.713
H -2.113 2.554 -1.645
O -2.150 2.399 -2.602
```

Its multiplicity is 1. The value obtained for the orbital gap is 9.4 eV. The total charge is +1.



No. 8
A single C6H12O molecule. Source: the Open Molecules 2025 dataset; level of theory: ωB97M-V/def2-TZVPD.

```
19
C6H12O | the Open Molecules 2025 dataset | ωB97M-V/def2-TZVPD
C 1.859 -0.457 -0.028
C 0.765 0.396 -0.664
O 0.730 1.693 -0.080
C -0.334 1.794 0.864
C -1.134 0.484 0.798
C -0.672 -0.134 -0.530
C -0.826 -1.646 -0.631
H 1.630 -0.716 1.013
H 2.010 -1.387 -0.590
H 2.800 0.102 -0.038
H 1.005 0.527 -1.727
H 0.079 1.977 1.865
H -0.949 2.663 0.594
H -0.894 -0.174 1.642
H -2.216 0.657 0.816
H -1.249 0.339 -1.336
H -1.883 -1.930 -0.640
H -0.369 -2.038 -1.548
H -0.351 -2.149 0.220
```

Its multiplicity is 1. The value obtained for the orbital gap is 10.5 eV. The SMILES is C[C@@H]1OCC[C@@H]1C.



No. 9
A molecular structure, C25H21CeCl3O2P. Source: the Open Molecules 2025 dataset; level of theory: ωB97M-V/def2-TZVPD.

```
53
C25H21CeCl3O2P | the Open Molecules 2025 dataset | ωB97M-V/def2-TZVPD
C -1.141 -1.533 1.775
C -1.000 -1.741 0.370
C 0.391 -1.957 0.087
H -1.810 -1.811 -0.357
C 1.116 -1.877 1.326
C 0.166 -1.602 2.369
H 0.394 -1.463 3.422
H -2.083 -1.377 2.302
H 0.817 -2.210 -0.884
H 2.197 -1.970 1.441
Ce 0.244 0.461 0.986
Cl 2.488 1.392 0.190
P 0.001 0.351 -2.608
C 1.227 -0.720 -3.407
C 0.937 -1.486 -4.548
H -0.058 -1.450 -4.991
C 1.931 -2.291 -5.114
H 1.699 -2.879 -6.004
C 3.207 -2.330 -4.546
H 3.983 -2.952 -4.994
C 3.502 -1.574 -3.405
H 4.500 -1.602 -2.963
C 2.514 -0.777 -2.831
H 2.720 -0.185 -1.938
C -1.610 -0.137 -3.271
C -2.020 -1.482 -3.144
H -1.318 -2.234 -2.776
C -3.316 -1.850 -3.501
H -3.622 -2.895 -3.411
C -4.214 -0.886 -3.976
H -5.225 -1.176 -4.253
C -3.813 0.450 -4.097
H -4.506 1.203 -4.476
C -2.520 0.829 -3.738
H -2.202 1.868 -3.827
C 0.326 2.021 -3.240
C 0.898 2.204 -4.507
H 1.159 1.337 -5.111
C 1.125 3.497 -4.982
H 1.549 3.632 -5.978
C 0.807 4.600 -4.187
H 0.988 5.609 -4.557
C 0.257 4.421 -2.912
H 0.012 5.282 -2.287
C 0.013 3.136 -2.431
H -0.418 2.981 -1.439
Cl -3.155 2.466 4.046
C -1.899 3.386 3.196
Cl -0.739 4.194 4.249
C -1.146 2.372 2.346
O -1.436 2.181 1.107
O -0.212 1.680 2.900
H -2.363 4.117 2.535
```

Its multiplicity is 1. The value obtained for the orbital gap is 5.8 eV. The total charge is +1.



No. 10
A molecular structure, C10H11N. Source: the Open Molecules 2025 dataset; level of theory: ωB97M-V/def2-TZVPD.

```
22
C10H11N | the Open Molecules 2025 dataset | ωB97M-V/def2-TZVPD
C 0.510 2.089 -0.297
C -0.694 1.341 0.149
C -0.424 -0.123 0.404
C -1.463 -0.647 1.230
C -1.378 -2.046 1.421
C -0.419 -2.897 1.027
C 0.527 -2.302 0.208
C 0.644 -0.923 -0.100
C 1.506 -0.168 -1.004
C 1.239 1.117 -1.189
H 0.571 3.852 -1.898
H -0.533 2.906 -2.180
H 1.239 2.829 0.552
H -1.297 1.309 -0.818
H -0.976 2.255 0.732
H -2.297 -0.027 1.791
H -2.040 -2.072 2.528
H -0.379 -4.062 1.114
H 1.256 -3.033 -0.100
H 2.357 -0.658 -1.624
H 1.643 1.851 -1.791
N 0.025 3.172 -1.341
```

Its multiplicity is 1. The value obtained for the orbital gap is 8.8 eV.